Entry 1:
72
Properties=species:S:1:pos:R:3 method="wB97M-V/def2-TZVPD" orbital_gap_ev=9.11 charge=0 lumo_ha=0.0201 energy_ha=-2831.088182 spin_multiplicity=1 smiles=CCSC[C@@H](O[C@@H](S)CCOCC(F)(F)C(F)(F)C(F)(F)C(F)F)[C@@H](C[C@@H](C)OCc1ccccc1)OC de_lowest_kcal_mol=19.0
C 2.891 -4.066 2.517
C 3.152 -2.801 1.710
S 3.409 -3.228 -0.029
C 3.815 -1.590 -0.704
C 2.604 -0.779 -1.183
O 1.563 -0.881 -0.216
C 0.322 -1.391 -0.666
S -0.476 -2.226 0.733
C -0.498 -0.265 -1.288
C -1.693 -0.655 -2.151
O -2.638 -1.522 -1.553
C -3.435 -0.943 -0.571
C -4.718 -0.317 -1.170
F -4.696 1.046 -1.025
F -4.799 -0.578 -2.496
C -6.060 -0.811 -0.548
F -5.995 -2.158 -0.390
F -7.060 -0.532 -1.415
C -6.503 -0.190 0.809
F -6.806 1.116 0.632
F -7.637 -0.851 1.177
C -5.556 -0.295 2.019
F -5.099 -1.571 2.139
F -4.476 0.510 1.837
C 2.826 0.738 -1.442
C 3.918 1.424 -0.629
C 3.489 1.496 0.843
C 4.542 2.118 1.753
O 2.284 2.255 0.867
C 1.246 1.708 1.646
C -0.106 2.022 1.048
C -0.238 2.515 -0.258
C -1.510 2.693 -0.824
C -2.664 2.386 -0.091
C -2.538 1.909 1.224
C -1.268 1.735 1.789
O 2.881 1.043 -2.829
C 4.019 0.560 -3.523
H 2.118 -4.682 2.056
H 3.804 -4.650 2.641
H 2.535 -3.792 3.515
H 2.321 -2.102 1.788
H 4.061 -2.303 2.067
H 4.480 -1.801 -1.542
H 4.391 -1.061 0.054
H 2.286 -1.204 -2.143
H 0.490 -2.193 -1.394
H -1.021 -1.127 1.276
H 0.172 0.270 -1.973
H -0.766 0.454 -0.506
H -2.182 0.268 -2.492
H -1.347 -1.177 -3.047
H -2.936 -0.137 -0.024
H -3.694 -1.723 0.144
H -6.097 -0.006 2.923
H 1.893 1.195 -1.111
H 4.036 2.448 -0.998
H 4.897 0.943 -0.691
H 3.248 0.483 1.188
H 4.362 1.876 2.801
H 4.493 3.204 1.638
H 5.549 1.794 1.479
H 1.353 0.614 1.671
H 1.294 2.068 2.682
H 0.643 2.765 -0.834
H -1.602 3.074 -1.834
H -3.647 2.520 -0.525
H -3.424 1.680 1.802
H -1.178 1.365 2.806
H 4.570 1.400 -3.955
H 3.699 -0.101 -4.333
H 4.704 0.015 -2.870

***

Entry 2:
67
Properties=species:S:1:pos:R:3 method="wB97M-V/def2-TZVPD" orbital_gap_ev=5.67 charge=-1 lumo_ha=0.0878 energy_ha=-2034.613378 spin_multiplicity=1 de_lowest_kcal_mol=0.0
C -4.291 0.950 -0.613
C -3.219 0.037 -0.041
O -3.722 -1.234 0.307
C -3.138 -2.327 -0.360
C -2.112 -3.127 0.468
C -0.989 -2.253 0.988
C 0.209 -2.029 0.342
C 0.495 -2.756 -0.953
C -0.261 -2.136 -2.164
C 0.638 -1.810 -3.368
C 0.477 -0.386 -3.978
N -0.740 0.378 -3.734
C -1.953 -0.033 -4.367
N -2.786 0.833 -4.768
N -2.288 -1.404 -4.536
C 1.161 -1.111 0.926
C 2.476 -0.872 0.223
N 2.359 0.333 -0.633
C 0.895 -0.420 2.074
C 1.830 0.590 2.687
C 1.343 2.014 2.318
C 2.328 3.085 2.672
C 2.935 3.820 1.663
C 3.860 4.813 1.937
C 4.190 5.101 3.251
C 3.566 4.393 4.261
C 2.650 3.395 3.990
C -0.347 -0.607 2.750
N -0.775 -0.011 3.845
S -2.270 -0.599 4.137
N -2.430 -1.603 2.859
C -1.294 -1.533 2.206
H -5.189 0.875 -0.005
H -4.477 0.778 -1.672
H -3.927 1.976 -0.516
H -2.344 -0.022 -0.697
H -2.845 0.499 0.880
H -2.729 -2.048 -1.331
H -3.958 -3.022 -0.569
H -1.674 -3.848 -0.221
H -2.592 -3.639 1.293
H 1.557 -2.809 -1.159
H 0.151 -3.780 -0.800
H -0.991 -2.881 -2.477
H -0.800 -1.277 -1.777
H 1.680 -1.958 -3.088
H 0.417 -2.537 -4.151
H 0.658 -0.407 -5.053
H 1.289 0.216 -3.567
H -0.867 0.604 -2.759
H -2.399 1.752 -4.557
H -1.543 -1.933 -4.965
H -2.586 -1.831 -3.671
H 2.741 -1.739 -0.374
H 3.273 -0.743 0.950
H 1.374 0.501 -0.792
H 2.817 0.201 -1.525
H 1.794 0.518 3.774
H 2.846 0.483 2.324
H 0.368 2.193 2.772
H 1.163 2.004 1.243
H 2.684 3.595 0.635
H 4.309 5.359 1.119
H 4.906 5.880 3.469
H 3.810 4.611 5.293
H 2.164 2.840 4.782
I 0.124 -3.903 2.807

***

Entry 3:
66
Properties=species:S:1:pos:R:3 method="wB97M-V/def2-TZVPD" orbital_gap_ev=8.51 charge=0 lumo_ha=0.0266 energy_ha=-1495.809756 spin_multiplicity=1 smiles=COc1ccc(OC[C@@H](O)CN2CCN(C[C@H](O)COc3ccc(OC)cc3)CC2)cc1 de_lowest_kcal_mol=71.4
C 2.898 3.234 1.184
O 2.396 2.414 0.156
C 1.044 2.361 -0.029
C 0.585 1.419 -0.952
C -0.760 1.283 -1.203
C -1.695 2.088 -0.546
O -2.998 1.858 -0.867
C -4.034 2.466 -0.127
C -5.215 1.477 -0.065
O -5.453 0.920 -1.328
C -4.962 0.393 1.007
N -3.767 -0.375 0.704
C -2.852 -0.527 1.816
C -1.557 -1.172 1.327
N -1.861 -2.471 0.760
C -0.710 -3.302 0.501
C 0.233 -2.891 -0.649
O -0.309 -3.132 -1.928
C 1.580 -3.630 -0.486
O 2.365 -3.091 0.547
C 3.080 -1.944 0.311
C 3.160 -1.275 -0.901
C 3.955 -0.145 -1.032
C 4.672 0.343 0.049
O 5.482 1.443 0.022
C 5.544 2.187 -1.170
C 4.581 -0.324 1.272
C 3.800 -1.449 1.400
C -2.767 -2.318 -0.362
C -4.059 -1.675 0.131
C -1.236 3.044 0.347
C 0.121 3.173 0.610
H 3.966 3.030 1.228
H 2.737 4.296 0.966
H 2.444 2.987 2.148
H 1.310 0.797 -1.452
H -1.116 0.553 -1.914
H -4.345 3.390 -0.635
H -3.721 2.705 0.892
H -6.125 2.026 0.207
H -4.590 0.630 -1.655
H -4.859 0.891 1.976
H -5.850 -0.252 1.057
H -2.623 0.459 2.227
H -3.284 -1.155 2.616
H -0.875 -1.307 2.170
H -1.085 -0.495 0.597
H -1.078 -4.316 0.295
H -0.115 -3.336 1.418
H 0.415 -1.812 -0.611
H -0.594 -4.052 -1.976
H 2.117 -3.631 -1.442
H 1.397 -4.670 -0.194
H 2.611 -1.613 -1.766
H 3.993 0.345 -1.991
H 6.199 3.031 -0.959
H 5.970 1.599 -1.990
H 4.555 2.555 -1.458
H 5.139 0.059 2.112
H 3.732 -1.972 2.340
H -2.987 -3.306 -0.773
H -2.335 -1.692 -1.157
H -4.750 -1.549 -0.704
H -4.525 -2.343 0.879
H -1.917 3.715 0.848
H 0.436 3.927 1.315